Record 1
CH8N2O3Rb | wB97M-V/def2-TZVPD

Results
**Charge**: +1
**LUMO**: -3.17 eV
**Energy above the lowest of the compared OMol25 structures with the same formula, charge and spin**: 0.183 eV
**2S+1**: 1

The geometry in XYZ format:
```
15
Properties=species:S:1:pos:R:3:lowdin_charge:R:1
Rb -12.6691 -0.5504 7.8590 1.118
C -10.2430 0.6593 10.5094 -0.664
O -10.5973 0.6912 9.3227 -0.131
N -10.7608 1.4907 11.4470 0.172
N -9.2688 -0.1894 10.9452 0.169
H -10.4655 1.4184 12.4050 0.108
H -11.4767 2.1586 11.2334 0.113
H -9.1280 -0.3444 11.9274 0.107
H -8.8173 -0.7930 10.2838 0.113
O -13.9314 1.9084 7.7943 -0.162
H -14.7759 1.4621 7.6629 0.031
H -14.1574 2.7881 8.1139 0.067
O -14.1541 0.2073 5.4752 -0.136
H -13.7083 1.0628 5.4706 0.032
H -14.7713 0.2294 4.7376 0.063
```


Record 2
C4H6NO2 | wB97M-V/def2-TZVPD

Results
**⟨S²⟩**: 2.0068
**Charge**: +1
**LUMO (spin up / spin down)**: -4.96 / -9.91 eV
**Energy above the lowest of the compared OMol25 structures with the same formula, charge and spin**: 3.574 eV
**2S+1**: 3

The geometry in XYZ format:
```
13
Properties=species:S:1:pos:R:3:lowdin_charge:R:1
C -1.2234 -0.6057 -1.2284 0.353
C -0.4562 -0.0664 -0.3014 -0.156
C -1.1788 1.0031 0.4715 -0.035
C 0.9462 -0.4016 0.0376 0.028
N -2.7250 0.2709 -1.0065 -0.260
O -3.7211 0.1632 -1.5923 0.169
O -2.4979 1.0948 -0.0260 0.034
H -1.2445 -1.3370 -2.0025 0.151
H -1.2222 0.7763 1.5452 0.179
H -0.7008 1.9855 0.3577 0.179
H 1.5643 -0.4180 -0.8589 0.122
H 0.9905 -1.4035 0.4672 0.129
H 1.3610 0.3039 0.7514 0.107
```


Record 3
CH5NO2S | wB97M-V/def2-TZVPD

Results
**LUMO (spin up / spin down)**: 0.00 / -0.07 eV
**Energy above the lowest of the compared OMol25 structures with the same formula, charge and spin**: 5.822 eV
**2S+1**: 1

The geometry in XYZ format:
```
10
Properties=species:S:1:pos:R:3:lowdin_charge:R:1
C -1.2591 -0.6625 -0.4337 -0.341
N 1.1576 0.6059 -1.2688 -0.460
O 0.6046 -1.9624 0.7419 -0.058
O 1.1021 -0.1392 -2.3243 -0.174
S -0.1416 0.5349 -0.1361 0.927
H -2.2052 -0.5048 -0.0249 -0.012
H -0.8730 -1.6010 -0.8155 0.021
H 1.3239 -1.5980 0.4470 -0.076
H 2.0303 0.7298 -0.7367 0.092
H 0.7046 -2.8803 1.0354 0.082
```


Record 4
C15H23CoN4O8Sb | wB97M-V/def2-TZVPD

Results
**Charge**: +1
**LUMO**: -3.59 eV
**2S+1**: 1

The geometry in XYZ format:
```
52
Properties=species:S:1:pos:R:3:lowdin_charge:R:1
Co -0.2085 -0.7583 -0.3364 0.428
O -2.3553 -4.0456 0.2916 0.210
C -1.7133 -2.9854 -0.1196 -0.438
O -0.9769 -2.3195 0.5949 0.067
C -1.9320 -2.6558 -1.5691 -0.032
O -1.2156 -1.4641 -1.8989 -0.200
C -2.0967 -0.3613 -2.2935 -0.019
C -2.6376 0.2944 -1.0189 -0.581
O -3.7122 0.8399 -1.0157 0.116
O -1.8233 0.1883 -0.0076 -0.087
H -2.1853 -4.2015 1.2366 0.169
H -1.5729 -3.4811 -2.1875 0.163
H -3.0024 -2.5360 -1.7449 0.165
H -1.4715 0.3299 -2.8540 0.133
H -2.8899 -0.7366 -2.9346 0.145
C 1.7093 -4.1103 -1.2204 -0.271
Sb 1.9338 -2.0336 -0.8242 1.542
C 3.2915 -2.0047 0.7882 -0.249
C 3.0698 -1.3331 -2.4562 -0.267
H 2.6871 -4.5872 -1.1780 0.021
H 1.2864 -4.2648 -2.2119 0.015
H 1.0660 -4.5684 -0.4701 0.008
H 4.2801 -2.2809 0.4260 0.024
H 2.9651 -2.7122 1.5477 0.025
H 3.3028 -1.0058 1.2171 0.010
H 3.9443 -1.9715 -2.5690 0.023
H 3.3783 -0.3114 -2.2489 0.008
H 2.4798 -1.3361 -3.3691 0.019
O 1.7570 1.2668 2.4563 0.078
C 0.7827 0.9126 1.8038 -0.537
O 0.7136 -0.2153 1.1961 -0.108
C -0.4182 1.8655 1.7721 -0.162
N 0.0888 3.1688 2.3556 0.100
C -0.7070 3.4779 3.5954 -0.091
C -2.0132 2.7391 3.3666 -0.138
C -1.5667 1.4393 2.6980 -0.101
H -0.7523 2.0400 0.7544 0.120
H 0.0255 3.9208 1.6738 0.183
H 1.0823 2.9662 2.5782 0.152
H -0.7906 4.5549 3.7130 0.133
H -0.1528 3.0644 4.4362 0.140
H -2.6649 3.3091 2.7016 0.128
H -2.5477 2.5741 4.2995 0.126
H -2.3526 0.9672 2.1174 0.113
H -1.2066 0.7273 3.4435 0.136
O 0.6279 0.5575 -1.3587 -0.261
N 0.1180 1.7675 -1.3328 0.034
C 0.5941 2.5580 -2.2351 -0.273
C 0.1419 3.9190 -2.2239 -0.160
N -0.2276 5.0055 -2.2056 0.182
C 1.5561 2.1147 -3.2074 -0.145
N 2.3117 1.7119 -3.9719 0.204
```


Record 5
C3H5N3O | wB97M-V/def2-TZVPD

Results
**SMILES**: OCn1nccn1
**LUMO**: 0.85 eV
**Energy above the lowest of the compared OMol25 structures with the same formula, charge and spin**: 2.150 eV
**2S+1**: 1

The geometry in XYZ format:
```
12
Properties=species:S:1:pos:R:3:lowdin_charge:R:1
C 0.4333 -1.2507 -1.3606 -0.125
C 1.6419 -0.6016 -1.0175 -0.112
C -0.6818 1.0345 0.9800 -0.177
N -0.5320 -0.7175 -0.6127 0.088
N 0.0506 0.1528 0.0989 -0.268
N 1.3609 0.2868 -0.0109 0.097
O -1.5095 0.3137 1.8977 -0.036
H 0.1801 -2.0322 -2.0108 0.077
H 2.6630 -0.7437 -1.4261 0.102
H -1.3312 1.6577 0.3457 0.132
H -2.4405 0.3345 1.6476 0.088
H 0.1651 1.5658 1.4688 0.133
```


Record 6
C20H25N5O3 | wB97M-V/def2-TZVPD

Results
**SMILES**: COc1ccccc1CN1CCNC(=O)[C@@H]1CC(=O)NCCc1cnccn1
**LUMO**: 0.64 eV
**Energy above the lowest of the compared OMol25 structures with the same formula, charge and spin**: 2.233 eV
**2S+1**: 1

The geometry in XYZ format:
```
53
Properties=species:S:1:pos:R:3:lowdin_charge:R:1
C 3.9294 -1.4893 -4.0083 -0.081
H 4.9867 -1.3773 -3.7722 0.095
O 3.2533 -1.3615 -2.7824 -0.103
C 1.8922 -1.5022 -2.7638 -0.246
C 1.1171 -1.6992 -3.8998 -0.025
C -0.2610 -1.8034 -3.7957 -0.078
C -0.8759 -1.7289 -2.5617 -0.074
C -0.1022 -1.5519 -1.4262 -0.033
C 1.2746 -1.4262 -1.5035 -0.133
C 2.1047 -1.1791 -0.2637 -0.108
N 2.0655 0.1716 0.2746 -0.111
C 2.5079 1.2093 -0.6285 -0.138
H 2.8282 2.0639 -0.0264 0.114
H 3.3746 0.8387 -1.1776 0.124
C 1.4405 1.6826 -1.6276 -0.132
N 0.1350 1.7397 -1.0101 0.120
C -0.2487 1.1308 0.1217 -0.459
O -1.4192 1.0797 0.4597 0.063
C 0.8593 0.5379 0.9913 -0.210
C 1.1918 1.5345 2.1304 -0.019
H 1.6168 0.9895 2.9732 0.126
C -0.0488 2.3089 2.5597 -0.521
O -0.2203 3.4737 2.2645 0.072
N -0.9106 1.6050 3.3218 0.069
H -0.8209 0.5970 3.3601 0.106
C -2.2525 2.1036 3.5421 -0.169
H -2.5757 2.6388 2.6424 0.126
H -2.2457 2.8130 4.3772 0.124
C -3.2023 0.9428 3.8492 -0.117
C -3.1541 -0.0697 2.7463 -0.278
N -2.1457 -0.9375 2.7767 0.111
C -2.0762 -1.8313 1.8021 -0.133
C -3.0254 -1.8799 0.7937 -0.140
N -4.0282 -1.0161 0.7507 0.093
C -4.0859 -0.1118 1.7104 -0.080
H -4.9022 0.5954 1.6551 0.118
H -2.9900 -2.6202 0.0060 0.102
H -1.2463 -2.5263 1.8475 0.107
H -2.8885 0.4665 4.7803 0.120
H -4.2149 1.3290 3.9653 0.116
H 1.9207 2.2639 1.7819 0.113
H 0.4418 -0.3633 1.4519 0.138
H -0.6155 2.1271 -1.5667 0.157
H 1.3946 1.0050 -2.4895 0.107
H 1.7021 2.6809 -1.9941 0.123
H 1.7787 -1.8535 0.5329 0.130
H 3.1508 -1.3979 -0.4909 0.124
H -0.5843 -1.5034 -0.4621 0.085
H -1.9486 -1.8051 -2.4769 0.101
H -0.8483 -1.9470 -4.6903 0.105
H 1.5745 -1.7671 -4.8742 0.102
H 3.7631 -2.4720 -4.4606 0.098
H 3.6343 -0.7075 -4.7161 0.097
```


Record 7
C43H51IrNP2SSe2 | wB97M-V/def2-TZVPD

Results
**⟨S²⟩**: 0.8058
**Charge**: +2
**LUMO (spin up / spin down)**: -7.47 / -7.54 eV
**Energy above the lowest of the compared OMol25 structures with the same formula, charge and spin**: 3.798 eV
**2S+1**: 2

The geometry in XYZ format:
```
101
Properties=species:S:1:pos:R:3:lowdin_charge:R:1
Ir -0.5823 1.1273 -0.4452 0.602
Se 1.8650 1.4340 -0.2047 0.550
P 1.4105 2.4889 1.6402 0.337
Se -0.6887 1.9475 1.8302 0.524
C 1.6229 4.2459 1.2441 -0.370
C 2.9361 4.6744 0.9392 -0.015
C 3.1479 5.8567 0.2231 -0.023
C 2.0765 6.5460 -0.2766 0.005
C 0.7098 6.1226 -0.0303 -0.136
C 0.5547 5.0193 0.9085 -0.062
C 2.5281 2.0776 2.9644 -0.415
C 3.7280 1.4186 2.7113 -0.109
C 4.5948 1.1586 3.7637 -0.053
C 4.2601 1.5462 5.0529 -0.040
C 3.0556 2.1937 5.3064 -0.048
C 2.1872 2.4632 4.2644 -0.075
H 3.7837 4.0751 1.2524 0.122
H 4.1553 6.2099 0.0487 0.128
H 2.2303 7.4414 -0.8674 0.134
H 0.0881 6.9842 0.2026 0.157
H -0.4489 4.7277 1.1957 0.097
H 3.9855 1.1075 1.7064 0.081
H 5.5293 0.6474 3.5752 0.119
H 4.9419 1.3441 5.8686 0.120
H 2.7977 2.4877 6.3146 0.119
H 1.2472 2.9675 4.4626 0.114
S -4.7775 2.8943 -0.6164 1.217
C -5.0544 1.2087 -0.4410 -0.433
C -6.2766 0.5407 -0.3407 -0.056
C -6.2464 -0.8302 -0.2443 -0.036
C -5.0255 -1.5293 -0.2390 -0.034
C -3.8275 -0.8664 -0.3327 -0.015
C -3.8357 0.5187 -0.4378 -0.263
N -2.7242 1.3396 -0.5678 -0.057
C -3.1007 2.5963 -0.6870 -0.553
C -2.0957 3.5966 -0.9675 -0.210
C -2.4383 4.9502 -1.1620 -0.006
C -1.4589 5.8469 -1.4335 -0.009
C -0.0767 5.4326 -1.5175 -0.144
C 0.1665 3.9919 -1.4908 -0.077
C -0.7853 3.0725 -1.1021 -0.296
H -7.2123 1.0836 -0.3424 0.124
H -7.1752 -1.3805 -0.1772 0.122
H -5.0392 -2.6082 -0.1566 0.106
H -2.8797 -1.3696 -0.3266 0.049
H -3.4705 5.2715 -1.0887 0.114
H -1.6896 6.8991 -1.5540 0.139
H 0.4333 5.9223 -2.3475 0.164
H 1.1825 3.6753 -1.6975 0.079
C -2.2628 -5.4507 -0.6392 -0.178
C -2.1060 -4.8787 0.7831 -0.166
C -1.8928 -3.3550 0.7696 -0.186
C -1.0226 -3.0009 -0.4507 -0.410
C -1.8353 -3.2187 -1.7498 -0.187
C -2.8134 -4.4012 -1.5999 -0.170
P -0.0642 -1.4090 -0.3870 1.020
C 1.3193 -1.8503 0.7764 -0.435
C 1.9587 -3.2578 0.6203 -0.176
C 1.6411 -4.1583 1.8120 -0.185
C 2.2374 -3.5758 3.0992 -0.172
C 2.1008 -2.0391 3.1496 -0.178
C 0.9696 -1.5589 2.2443 -0.220
C 0.7811 -1.2009 -2.0057 -0.474
C 1.3475 -2.4276 -2.7465 -0.178
C 1.3221 -2.2067 -4.2677 -0.177
C 1.6833 -0.7601 -4.5970 -0.178
C 0.5883 0.2116 -4.1157 -0.162
C -0.1389 -0.3320 -2.8797 -0.222
H -2.9196 -6.3195 -0.6172 0.116
H -1.2985 -5.8037 -1.0159 0.117
H -1.2654 -5.3665 1.2791 0.102
H -2.9937 -5.1015 1.3775 0.117
H -1.4461 -3.0330 1.7084 0.094
H -2.8604 -2.8658 0.7044 0.077
H -0.2092 -3.7283 -0.4428 0.088
H -1.1573 -3.4255 -2.5786 0.098
H -2.3970 -2.3235 -2.0239 0.089
H -2.9905 -4.8428 -2.5806 0.119
H -3.7839 -4.0522 -1.2379 0.096
H 2.0815 -1.1231 0.5026 0.035
H 3.0441 -3.1320 0.5674 0.126
H 1.6749 -3.7425 -0.3136 0.086
H 2.0430 -5.1569 1.6369 0.121
H 0.5587 -4.2721 1.9135 0.088
H 3.2922 -3.8498 3.1586 0.113
H 1.7474 -4.0239 3.9645 0.113
H 3.0329 -1.5643 2.8277 0.104
H 1.9167 -1.7094 4.1734 0.114
H 0.8025 -0.4894 2.3693 0.044
H 0.0421 -2.0488 2.5470 0.101
H 1.6258 -0.5596 -1.7540 0.027
H 0.8043 -3.3399 -2.5032 0.089
H 2.3785 -2.5792 -2.4220 0.122
H 0.3315 -2.4389 -4.6722 0.120
H 2.0234 -2.8938 -4.7400 0.120
H 1.8268 -0.6323 -5.6689 0.118
H 2.6369 -0.5216 -4.1167 0.118
H -0.1411 0.3779 -4.9096 0.119
H 1.0354 1.1830 -3.8891 0.110
H -1.0350 -0.8877 -3.1573 0.115
H -0.5229 0.5671 -2.2832 0.029
```


Record 8
C5H7N | wB97M-V/def2-TZVPD

Results
**LUMO (spin up / spin down)**: -0.65 / -0.40 eV
**Energy above the lowest of the compared OMol25 structures with the same formula, charge and spin**: 4.738 eV
**2S+1**: 1

The geometry in XYZ format:
```
13
Properties=species:S:1:pos:R:3:lowdin_charge:R:1
C 0.7058 -0.2135 -0.5001 -0.092
C 1.6765 -1.2830 -0.1741 -0.098
C -1.2031 0.5375 0.5310 -0.124
C -2.0084 1.1312 -0.3339 -0.003
C 0.3883 0.7483 0.5161 -0.473
N 0.8656 1.3313 1.4788 0.220
H 0.0230 -0.3555 -1.3223 0.095
H -1.5169 0.0205 1.4271 0.101
H 1.2535 -2.0497 0.4888 0.088
H 2.5354 -0.8547 0.3564 0.084
H 1.9954 -1.7960 -1.0843 0.074
H -3.0791 1.1425 -0.1679 0.059
H -1.6361 1.6409 -1.2155 0.069
```